# 1
DFT (ωB97M-V/def2-TZVPD) results for C29H55BaN4O7SSi2 as an isolated structure.

XYZ file:
```
99
Properties=species:S:1:pos:R:3:lowdin_charge:R:1
Ba 0.106 -0.845 -0.590 2.057
C -3.440 -0.351 3.377 -0.067
N -2.571 -1.324 2.733 -0.146
C -3.117 -2.663 2.558 -0.029
C -1.580 -0.942 1.898 -0.523
O -0.953 -1.743 1.209 -0.257
C -1.130 0.512 1.970 -0.139
O -0.414 0.804 0.795 -0.449
C 0.836 1.412 0.973 -0.162
C 1.799 0.505 1.713 -0.457
O 1.693 -0.713 1.649 -0.016
N 2.759 1.105 2.458 -0.111
C 3.751 0.270 3.114 -0.023
C 2.932 2.548 2.515 -0.044
H -4.156 -0.890 3.994 0.086
H -2.868 0.315 4.025 0.087
H -3.985 0.237 2.632 0.051
H -3.400 -3.066 3.531 0.085
H -3.988 -2.633 1.898 0.096
H -2.359 -3.292 2.103 0.090
H -1.993 1.171 2.052 0.114
H -0.506 0.618 2.867 0.152
H 1.284 1.532 -0.021 0.104
H 0.726 2.387 1.448 0.133
H 3.702 -0.728 2.688 0.086
H 4.750 0.674 2.952 0.070
H 3.565 0.214 4.191 0.093
H 3.052 2.968 1.516 0.078
H 2.091 3.039 3.012 0.089
H 3.826 2.764 3.094 0.090
C -6.426 1.592 -3.594 -0.183
Si -5.858 2.031 -1.837 0.528
C -6.844 0.937 -0.660 -0.232
C -6.435 3.811 -1.489 -0.191
C -3.976 2.039 -1.912 -0.274
C -3.387 2.990 -2.730 -0.118
C -2.016 2.990 -2.967 -0.088
C -1.287 1.957 -2.413 -0.163
N -1.802 1.027 -1.616 -0.066
C -3.115 1.080 -1.292 -0.768
S -3.679 -0.001 -0.092 0.651
H -7.515 1.635 -3.687 0.020
H -6.102 0.581 -3.852 0.031
H -5.994 2.274 -4.330 0.020
H -7.913 1.079 -0.850 0.023
H -6.636 1.180 0.382 0.012
H -6.593 -0.112 -0.804 0.003
H -7.526 3.872 -1.519 0.020
H -6.043 4.517 -2.225 0.013
H -6.108 4.148 -0.503 0.025
H -4.005 3.748 -3.206 0.091
H -1.545 3.746 -3.580 0.089
H -0.223 1.856 -2.623 0.089
N -0.410 -3.721 -2.941 -0.161
C -0.378 -2.829 -2.191 -0.566
C 2.692 1.958 -4.114 -0.026
C 3.310 0.567 -4.280 -0.638
C 2.220 -0.446 -4.640 -0.020
C 4.360 0.600 -5.392 -0.034
O 3.992 0.152 -3.099 -0.119
Si 3.453 0.254 -1.532 0.012
O 1.892 0.262 -1.401 -0.591
O 4.051 1.655 -0.825 -0.097
C 5.385 2.163 -0.723 -0.629
C 5.262 3.604 -0.219 -0.039
C 6.106 2.199 -2.075 -0.032
C 6.234 1.371 0.278 -0.018
O 4.227 -0.954 -0.718 -0.102
C 4.468 -2.313 -1.066 -0.637
C 5.623 -2.409 -2.071 -0.025
C 4.863 -3.014 0.235 -0.032
C 3.211 -2.970 -1.639 -0.023
H 2.211 2.275 -5.041 0.088
H 3.459 2.686 -3.842 0.075
H 1.953 1.928 -3.314 0.058
H 1.701 -0.147 -5.552 0.088
H 1.498 -0.519 -3.828 0.069
H 2.663 -1.432 -4.794 0.089
H 3.897 0.871 -6.342 0.082
H 4.820 -0.384 -5.492 0.082
H 5.141 1.328 -5.159 0.076
H 4.585 4.172 -0.860 0.090
H 6.242 4.084 -0.228 0.082
H 4.878 3.628 0.802 0.055
H 5.516 2.771 -2.794 0.077
H 6.231 1.193 -2.468 0.081
H 7.084 2.672 -1.966 0.083
H 5.778 1.416 1.268 0.060
H 7.244 1.782 0.331 0.087
H 6.275 0.328 -0.020 0.073
H 6.530 -1.977 -1.640 0.081
H 5.365 -1.851 -2.969 0.071
H 5.818 -3.451 -2.332 0.083
H 5.738 -2.527 0.672 0.079
H 5.095 -4.064 0.048 0.083
H 4.039 -2.950 0.947 0.081
H 2.854 -2.413 -2.506 0.070
H 2.413 -2.975 -0.894 0.069
H 3.417 -3.996 -1.940 0.095
```

LUMO level = 1.96 eV
Energy = -78552.0793 eV
Max |F| = 6.477 eV Å⁻¹
Gap between HOMO and LUMO = 6.311 eV
HOMO = -4.3522 eV
Charge = -1
Energy above the lowest of the compared OMol25 structures with the same formula, charge and spin = 146.4 kJ/mol



# 2
DFT (ωB97M-V/def2-TZVPD) results for a 21-piece molecular cluster, C11H56BrClN2O21 overall.

XYZ file:
```
92
Properties=species:S:1:pos:R:3:lowdin_charge:R:1
Cl 5.206 -0.086 -1.411 0.668
Br 3.556 -5.313 0.363 0.709
O -0.344 -1.122 -1.599 -0.088
C 2.648 -0.688 -0.741 -0.088
C 1.774 -2.920 -0.121 -0.023
C 3.930 -1.222 -0.887 -0.554
C 3.129 -3.439 -0.164 -0.481
C 4.177 -2.573 -0.567 -0.340
C 1.581 -1.516 -0.355 -0.145
N 5.484 -3.176 -0.689 0.033
N -1.273 1.021 0.363 -0.207
C -2.129 0.215 1.289 -0.063
C -3.159 2.360 -0.684 -0.082
C 0.160 -0.961 -0.280 -0.296
C -1.986 1.421 -0.905 -0.200
C 0.111 0.506 0.219 -0.111
H -0.152 -0.242 -2.056 0.082
H 2.568 0.368 -0.910 0.087
H 0.966 -3.586 0.059 0.098
H 6.222 -2.438 -0.626 0.054
H 5.670 -4.093 -0.226 0.020
H -1.609 -0.269 2.072 0.049
H -2.687 -0.636 0.716 0.132
H -2.897 0.889 1.704 0.069
H -3.807 1.921 0.078 0.079
H -2.816 3.297 -0.307 0.043
H -3.792 2.525 -1.498 0.034
H -0.450 -1.564 0.361 0.128
H -2.360 0.603 -1.532 0.118
H -1.223 1.883 -1.530 0.111
H 0.520 0.561 1.253 0.119
H 0.632 1.201 -0.410 0.111
O -1.099 1.713 4.240 -0.111
H -1.525 2.297 4.948 0.119
H -1.433 0.767 4.369 0.046
O -1.872 -3.460 -1.790 -0.143
H -1.434 -4.217 -1.281 -0.014
H -1.253 -2.660 -1.759 0.007
O -5.905 3.899 0.151 -0.107
H -6.093 4.855 -0.125 0.064
H -4.940 3.691 -0.071 0.017
O 0.865 0.814 -3.165 -0.085
H 1.811 1.160 -3.066 0.096
H 0.767 0.425 -4.094 0.105
O 6.894 -4.598 1.772 -0.129
H 6.520 -5.527 1.623 0.079
H 7.232 -4.544 2.724 0.102
O -3.344 5.999 -0.578 -0.108
H -3.017 6.906 -0.883 0.130
H -3.857 6.124 0.286 0.124
O -5.206 0.195 3.123 -0.120
H -5.832 0.912 2.778 0.076
H -5.469 -0.021 4.076 0.063
O -0.669 3.232 2.109 -0.132
H -1.037 2.660 1.360 0.037
H -0.779 2.723 2.977 0.012
O 0.772 -3.344 -3.423 -0.113
H 0.747 -2.528 -2.825 0.025
H 0.779 -3.029 -4.385 0.067
O 0.790 -2.440 2.893 -0.124
H 0.946 -1.457 3.079 0.020
H 1.691 -2.900 2.853 0.065
O -1.264 -5.590 -0.336 -0.104
H -1.714 -5.862 0.529 0.099
H -1.689 -6.115 -1.090 0.101
O -3.649 2.572 -4.595 -0.126
H -3.256 3.090 -3.820 0.031
H -3.577 3.145 -5.426 0.088
O 8.042 -2.392 0.573 -0.136
H 7.412 -3.024 1.051 0.007
H 8.939 -2.851 0.482 0.077
O -1.020 5.204 0.247 -0.148
H -2.013 5.324 0.095 -0.028
H -0.894 4.506 0.968 -0.003
O -5.456 1.167 -2.960 -0.133
H -4.756 1.728 -3.427 0.001
H -5.573 0.309 -3.484 0.069
O 1.447 0.382 3.702 -0.118
H 1.930 0.909 2.986 0.034
H 0.668 0.938 4.030 0.038
O 3.428 1.261 1.713 -0.100
H 3.901 0.424 1.398 0.068
H 4.126 1.977 1.871 0.095
O -2.952 4.791 -3.043 -0.108
H -3.081 5.077 -2.081 0.027
H -2.733 5.613 -3.590 0.091
O -2.132 -0.907 4.728 -0.094
H -1.852 -1.233 5.644 0.100
H -3.077 -1.225 4.556 0.089
O 5.999 -3.209 -3.597 -0.140
H 5.249 -3.128 -2.923 0.031
H 6.845 -3.456 -3.099 0.058
```

LUMO level = -0.08 eV
Energy = -140856.6104 eV
Max |F| = 3.358 eV Å⁻¹
Gap between HOMO and LUMO = 8.067 eV
HOMO = -8.1469 eV
Charge = 0



# 3
DFT (ωB97M-V/def2-TZVPD) results for a 2-piece molecular cluster, C4H10N overall.

XYZ file:
```
15
Properties=species:S:1:pos:R:3:lowdin_charge:R:1
C -0.609 -0.676 -1.040 -0.090
C -1.346 -0.391 0.254 -0.287
C -1.300 1.082 0.674 -0.112
C 2.861 -0.176 0.195 0.097
N 1.836 0.368 -0.050 0.363
H 0.478 -0.386 -0.927 0.033
H -0.955 -0.168 -1.944 0.096
H -0.772 -1.731 -1.263 0.089
H -2.379 -0.746 0.207 0.123
H -0.852 -0.996 1.024 0.106
H -0.297 1.489 0.543 0.036
H -1.595 1.285 1.700 0.077
H 3.243 -0.160 1.238 0.196
H 3.580 -0.479 -0.594 0.191
H -1.895 1.685 -0.016 0.082
```

LUMO level = -9.75 eV
Energy = -5787.5432 eV
Max |F| = 2.182 eV Å⁻¹
Gap between HOMO and LUMO = 5.314 eV
HOMO = -15.0678 eV
Charge = +1
Energy above the lowest of the compared OMol25 structures with the same formula, charge and spin = 609.3 kJ/mol



# 4
DFT (ωB97M-V/def2-TZVPD) results for C10H14BeBr3Cl2CsF3KLiO8PS as an isolated structure.

XYZ file:
```
46
Properties=species:S:1:pos:R:3:lowdin_charge:R:1
O 3.298 -0.594 1.299 0.041
C 3.114 0.684 0.946 -0.165
O 3.848 1.900 1.353 0.074
C 2.929 3.016 0.964 -0.136
O 3.151 4.304 1.336 0.027
C 1.706 2.414 -0.001 0.013
C 0.631 3.443 -0.735 -0.157
C -0.417 4.029 0.375 -0.232
C -1.774 3.153 0.612 -0.469
S -1.851 1.510 -0.276 0.676
C 1.835 0.933 -0.050 0.039
F 0.991 -0.010 -0.820 -0.024
H 1.293 4.371 -1.089 0.070
H 0.150 3.011 -1.710 0.138
H -0.682 5.153 0.133 0.128
H 0.167 4.060 1.415 0.136
H -1.860 2.927 1.779 0.091
H -2.735 3.819 0.369 0.083
H -1.399 0.442 0.515 -0.213
Li 1.265 5.869 -0.549 0.737
F -4.435 4.804 0.876 -0.771
C 5.830 -2.426 -0.484 -1.038
Cl 5.592 -2.726 -2.210 0.495
Cl 6.541 -3.835 0.314 0.509
H 6.500 -1.572 -0.360 0.029
H 4.864 -2.207 -0.024 -0.004
Be -4.635 6.470 2.436 0.211
C -4.292 -0.612 -2.609 -0.159
O -2.904 -0.634 -2.887 -0.146
H -4.816 -1.198 -3.367 0.086
H -4.475 -1.048 -1.624 0.071
H -4.653 0.419 -2.635 0.080
H -2.466 -0.106 -2.198 -0.007
F 0.984 8.479 -1.399 -0.860
C 1.356 -3.838 -0.541 -1.579
Br 1.980 -4.847 -2.083 0.569
Br -0.457 -3.180 -0.793 0.602
Br 1.535 -4.852 1.109 0.600
H 2.005 -2.961 -0.450 -0.049
O -1.472 -6.798 0.702 -0.215
P -2.316 -5.982 1.695 -0.153
O -3.642 -6.713 1.961 -0.876
O -2.606 -4.593 1.100 -0.225
O -1.545 -5.823 3.015 -0.181
K -2.616 0.141 1.940 0.843
Cs -3.516 -8.799 2.647 1.309
```

LUMO level = -4.89 eV
Energy = -307889.5704 eV
Max |F| = 9.886 eV Å⁻¹
Gap between HOMO and LUMO = 1.139 eV
HOMO = -6.0310 eV
Charge = 0